Entry 1:
12 unconnected molecules or ions with the total composition C5H32NO13 in a non-equilibrium geometry. Source: the OMol25 dataset; level of theory: ωB97M-V/def2-TZVPD.

```
51
Properties=species:S:1:pos:R:3:forces:R:3:nbo_charge:R:1
O 0.67677 0.71799 3.61243 1.2 -0.3 0.1 -0.533
C 0.91809 0.03633 2.66468 -0.2 -2.2 -1.2 0.780
O 2.10271 -0.39852 2.05122 -0.2 -0.2 5.4 -0.701
C -0.17473 -0.39591 1.66748 2.1 -0.4 0.2 -0.150
C 0.20222 -1.62581 0.70999 0.9 0.7 1.8 -0.462
C -0.93728 -2.49732 0.36708 0.6 -2.4 -3.9 -0.209
C -2.06313 -2.90180 0.94437 -1.4 -2.9 -0.3 -0.446
N -0.07270 0.95691 0.90229 -2.2 -4.3 -3.5 -0.747
H 2.79765 -0.51682 2.80126 -1.4 0.7 -1.8 0.516
H -1.11267 -0.68260 2.15008 -0.1 1.3 -0.1 0.258
H 0.63966 -1.10436 -0.16013 0.1 -1.0 0.1 0.232
H 0.97606 -2.42461 1.15806 -1.3 2.4 -0.7 0.259
H -0.58517 -3.07744 -0.69195 -1.6 1.7 2.8 0.249
H -2.71638 -3.77137 0.40204 1.8 2.3 1.2 0.226
H -2.38072 -2.83837 2.00763 0.3 0.9 -0.8 0.207
H 0.92058 1.10614 0.59940 -0.8 -0.5 -0.5 0.467
H -0.87819 0.87498 0.11122 2.3 0.7 0.7 0.503
H -0.30183 1.76581 1.36784 -1.0 2.3 2.0 0.455
H -4.79046 1.18773 0.03398 0.1 0.3 0.0 0.476
H -3.81538 2.25043 0.41259 0.5 4.2 3.2 0.484
O -3.90185 1.53584 -0.10043 -1.1 -4.5 -3.6 -0.943
H 1.60006 0.89814 -4.54513 -0.3 0.6 0.6 0.462
H 1.00104 -0.19284 -5.18863 -0.9 -0.5 0.1 0.475
O 0.80747 0.35564 -4.41427 1.1 0.0 -0.7 -0.935
H 3.43174 -2.35513 -0.54728 -0.6 1.3 -2.7 0.483
H 3.42945 -2.04847 -2.06782 3.7 -2.4 -6.5 0.470
O 3.05234 -1.81535 -1.33410 -2.9 1.1 8.8 -0.932
H 3.76020 -2.43723 1.08391 -1.3 0.0 0.2 0.443
H 4.55456 -1.21891 1.66374 -0.3 -0.3 -0.5 0.489
O 4.57642 -2.16404 1.45238 1.6 0.2 0.6 -0.920
H -0.48044 4.29287 1.10522 -0.2 -1.4 -1.4 0.500
H -0.29793 3.67538 -0.34801 0.3 0.4 -0.8 0.492
O -0.63026 3.48950 0.51703 -0.2 1.3 2.3 -0.976
H -2.78517 0.90615 -1.45091 1.2 0.7 0.2 0.542
H -1.49489 0.79021 -2.36425 -0.7 1.1 2.3 0.479
O -1.80724 1.13551 -1.44796 0.2 -1.7 -2.6 -0.995
H 2.57926 3.27795 -1.78334 0.0 -0.4 1.7 0.490
H 2.55009 1.85573 -2.00628 -0.3 0.8 2.5 0.476
O 2.51088 2.47964 -1.17906 -0.1 0.1 -4.8 -0.944
H -4.17091 0.14349 1.99630 0.9 2.1 1.4 0.484
H -3.84089 0.98125 3.35961 -0.2 -0.4 -0.5 0.485
O -3.81816 1.01734 2.38768 -0.5 -1.8 -0.3 -0.969
H 3.31487 -0.22443 -0.42693 -0.5 1.7 2.5 0.493
H 3.38277 1.31333 -0.26120 -0.1 -1.4 1.9 0.491
O 3.20817 0.50324 0.33921 1.4 0.1 -5.1 -1.016
H 0.06735 -2.39736 -3.35107 0.2 1.4 0.3 0.505
H -0.49214 -1.15310 -2.38363 1.2 3.4 0.3 0.483
O -0.51304 -2.00085 -2.69057 -1.4 -4.8 -0.8 -0.979
H -3.46042 -0.55577 -3.35205 -2.5 2.3 0.5 0.471
H -4.77403 -0.50649 -2.54623 0.3 0.9 -0.6 0.472
O -4.23796 0.11836 -3.09552 2.3 -3.4 0.1 -0.937
```
Positions in Å, forces in eV/Å.

2S+1: 1
Relative energy (zero: lowest compared OMol25 entry of this formula, charge and spin) in kcal per mole: 184.61
Orbital gap in eV: 9.4
Total charge: +1
Lowest unoccupied orbital energy in eV: -2.908
DFT total energy in Ha: -1242.16253


Entry 2:
C2H8N2O3S in the gas phase in a non-equilibrium geometry. Source: the OMol25 dataset; level of theory: ωB97M-V/def2-TZVPD.

```
16
Properties=species:S:1:pos:R:3:forces:R:3:nbo_charge:R:1
C -1.59578 1.45075 -0.53125 0.1 0.1 -0.2 -0.264
O -0.92791 0.84472 0.59303 -1.2 -0.8 -1.0 -0.402
N -0.23664 -0.31770 0.16177 2.1 1.9 1.4 -0.313
C -0.42208 -1.45023 1.05530 1.0 -0.2 0.2 -0.474
S 1.58835 0.36554 0.46648 -1.5 -0.9 -3.2 2.243
N 1.91308 0.10021 -1.25752 -1.3 1.2 1.5 -0.987
O 2.43362 -0.47976 1.21951 0.3 -1.1 0.7 -0.901
O 1.52344 1.74766 0.78941 -0.1 0.4 -0.4 -0.890
H -2.54367 0.91366 -0.82886 1.1 0.6 0.4 0.187
H -0.95161 1.66136 -1.41339 -0.1 -0.9 0.4 0.173
H -1.75231 2.46222 -0.19936 -0.8 0.3 0.4 0.206
H 0.62551 -1.84754 1.16029 -1.3 -0.5 -0.3 0.236
H -0.69491 -1.18875 2.08167 -0.3 0.2 -0.2 0.213
H -1.14625 -2.12030 0.56766 0.4 0.0 0.5 0.211
H 1.40965 0.96452 -1.58156 0.7 -0.9 -0.3 0.370
H 1.20019 -0.64775 -1.43597 0.9 0.7 0.0 0.392
```
Positions in Å, forces in eV/Å.

2S+1: 1
Relative energy (zero: lowest compared OMol25 entry of this formula, charge and spin) in kcal per mole: 85.89
Orbital gap in eV: 10.5
SMILES: CON(C)S(N)(=O)=O
Lowest unoccupied orbital energy in eV: 0.550
DFT total energy in Ha: -814.28201


Entry 3:
A gas-phase ion, C2N5 (charge -1) in a non-equilibrium geometry. Source: the OMol25 dataset; level of theory: ωB97M-V/def2-TZVPD.

```
7
Properties=species:S:1:pos:R:3:forces:R:3:nbo_charge:R:1
C -0.88292 -0.74164 -0.00089 0.7 -0.4 0.6 0.145
C -1.25133 0.64269 0.03573 -0.9 2.1 -1.1 0.249
N -1.26634 -1.85536 -0.05167 -1.6 -0.1 -0.4 -0.453
N 0.88714 -0.74185 0.28646 -1.5 -1.4 1.1 -0.476
N -1.58573 1.75468 -0.13988 0.8 -2.4 0.7 -0.367
N 2.46358 0.81543 -0.18699 3.8 4.1 -1.1 -0.320
N 1.63560 0.12605 0.05724 -1.4 -2.0 0.2 0.222
```
Positions in Å, forces in eV/Å.

2S+1: 1
Relative energy (zero: lowest compared OMol25 entry of this formula, charge and spin) in kcal per mole: 60.44
Orbital gap in eV: 8.7
Total charge: -1
Lowest unoccupied orbital energy in eV: 4.721
DFT total energy in Ha: -349.92808


Which value of lowest unoccupied orbital energy does entry 2 give?
0.550 eV


What is the lowest unoccupied orbital energy in the first record?
-2.908 eV


Which formula does entry 1 have?
C5H32NO13